[1]
Entry from the OMol25 dataset: 11 unconnected molecules or ions with the total composition C22H44Br22 in a non-equilibrium geometry (ωB97M-V with the def2-TZVPD basis set).

- LUMO level (alpha / beta): -3.4 / -8.8 eV
- HOMO (alpha / beta): -11.76 / -11.76 eV
- ΔE to the lowest compared entry with this formula, charge and spin: 13.0 kcal/mol
- Net charge: +1
- Multiplicity: 2
- Total energy: -57492.61626 Ha
- Strongest force on any atom: 0.040 hartree/bohr
- HOMO-LUMO gap (alpha / beta): 8.321 / 3.001 eV

Last column: Mulliken charge in e.
Geometry (Å):
Br1 23.559 17.070 10.498  -0.14
C1 22.264 18.331 9.872  -0.42
C2 22.971 19.516 9.275  -0.24
Br2 21.930 20.566 7.970  -0.20
H1 21.561 18.540 10.678  0.27
H2 21.736 17.961 8.994  0.45
H3 23.808 19.238 8.634  0.38
H4 23.438 20.153 10.027  -0.09
Br3 24.627 22.938 8.287  -0.06
C3 24.972 21.474 6.935  -0.30
C4 26.156 21.822 6.006  -0.65
Br4 26.992 20.336 4.855  -0.16
H5 24.038 21.256 6.418  0.46
H6 25.300 20.605 7.506  0.08
H7 26.899 22.102 6.752  0.22
H8 25.844 22.600 5.309  0.43
Br5 30.116 22.095 16.444  -0.12
C5 28.482 23.062 16.124  -0.53
C6 27.306 22.340 16.737  -0.65
Br6 25.640 23.356 16.225  0.03
H9 28.409 23.187 15.044  0.11
H10 28.526 24.038 16.607  0.47
H11 27.446 22.270 17.815  0.45
H12 27.328 21.320 16.353  0.28
Br7 21.554 25.903 14.320  -0.16
C7 23.143 27.117 14.637  -0.61
C8 24.448 26.342 14.753  0.30
Br8 25.937 27.649 14.993  -0.14
H13 22.869 27.580 15.585  0.44
H14 23.248 27.821 13.811  0.44
H15 24.677 25.699 13.903  -0.14
H16 24.530 25.663 15.601  -0.19
Br9 23.596 16.130 14.427  -0.12
C9 23.294 17.011 16.197  -0.68
C10 22.973 18.446 15.890  -0.82
Br10 24.432 19.400 14.947  0.19
H17 24.208 16.982 16.789  0.39
H18 22.516 16.584 16.831  0.48
H19 22.770 18.988 16.814  0.39
H20 22.125 18.509 15.208  0.34
Br11 28.135 20.160 8.978  -0.16
C11 28.466 21.919 9.883  0.48
C12 29.889 22.424 9.892  -0.66
Br12 31.313 21.074 10.342  -0.16
H21 28.124 21.786 10.909  -0.25
H22 27.772 22.620 9.419  -0.05
H23 30.006 23.280 10.556  0.40
H24 30.139 22.768 8.888  0.41
Br13 21.099 21.196 16.246  -0.08
C13 21.545 23.126 16.506  0.17
C14 21.971 23.239 17.949  -0.79
Br14 22.791 25.060 18.246  -0.17
H25 20.588 23.628 16.365  0.29
H26 22.280 23.464 15.776  -0.21
H27 22.743 22.524 18.235  0.40
H28 21.155 23.158 18.667  0.50
Br15 28.263 16.110 13.145  -0.13
C15 26.557 17.084 13.035  -0.50
C16 26.774 18.272 12.091  -0.27
Br16 27.521 19.798 13.234  -0.14
H29 26.200 17.296 14.042  0.29
H30 25.925 16.320 12.581  0.26
H31 25.801 18.519 11.665  -0.18
H32 27.538 18.083 11.337  0.55
Br17 24.484 26.316 10.992  -0.14
C17 26.368 26.674 11.368  -0.32
C18 27.232 26.403 10.136  -0.56
Br18 29.165 26.867 10.500  -0.16
H33 26.739 26.021 12.158  0.04
H34 26.448 27.683 11.772  0.51
H35 26.912 27.061 9.329  0.45
H36 27.130 25.388 9.753  0.18
Br19 19.818 22.622 10.543  0.00
C19 18.556 23.299 11.933  -0.40
C20 18.896 22.650 13.311  -0.20
Br20 17.957 23.609 14.820  -0.13
H37 17.539 23.180 11.559  0.43
H38 18.650 24.378 12.052  0.36
H39 19.943 22.866 13.523  -0.26
H40 18.817 21.572 13.452  0.50
Br21 22.103 21.176 12.782  0.12
C21 23.633 22.419 13.121  0.24
C22 24.694 22.348 12.018  -0.13
Br22 26.366 23.377 12.507  -0.08
H41 24.074 22.071 14.056  -0.09
H42 23.132 23.379 13.244  0.17
H43 24.293 22.869 11.149  0.18
H44 24.932 21.347 11.658  0.10

[2]
Entry from the OMol25 dataset: a molecular structure, C22H44Br4NiO10S4 in a non-equilibrium geometry (ωB97M-V with the def2-TZVPD basis set).

- LUMO level (alpha / beta): -0.1 / -0.1 eV
- HOMO (alpha / beta): -8.09 / -7.98 eV
- ΔE to the lowest compared entry with this formula, charge and spin: 21.4 kcal/mol
- Multiplicity: 3
- Total energy: -15014.01194 Ha
- Strongest force on any atom: 0.071 hartree/bohr
- HOMO-LUMO gap (alpha / beta): 7.984 / 7.873 eV

Last column: Mulliken charge in e.
Geometry (Å):
Ni1 -1.759 0.475 0.334  1.06
O1 0.131 1.089 0.070  -0.13
C1 0.230 1.215 -1.340  1.21
C2 -0.862 0.489 -2.176  -0.60
O2 -2.133 0.321 -1.628  -0.56
H1 1.242 0.847 -1.593  -1.05
H2 0.324 2.267 -1.656  0.30
H3 -0.447 -0.488 -2.505  -0.45
H4 -0.900 1.000 -3.153  0.19
C3 1.047 -4.244 -1.289  -0.82
C4 0.637 -5.005 -0.013  -0.69
C5 -0.682 -4.390 0.576  -0.86
S1 -0.967 -2.908 -0.444  0.73
O3 -1.309 -1.742 0.355  -0.03
O4 -1.828 -3.295 -1.544  -0.77
C6 0.720 -2.779 -1.060  1.57
H5 0.516 -4.652 -2.150  0.35
H6 2.094 -4.408 -1.549  0.50
H7 1.412 -5.106 0.739  0.38
H8 0.332 -5.985 -0.384  0.28
H9 -0.430 -3.999 1.563  0.26
H10 -1.594 -4.971 0.644  0.47
H11 1.381 -2.394 -0.288  -0.46
H12 0.648 -2.081 -1.892  -0.72
C7 2.078 4.671 2.552  -1.27
C8 1.953 4.009 1.166  0.71
C9 0.449 3.862 0.820  -0.30
S2 -0.501 4.607 2.176  1.23
O5 -1.643 3.812 2.530  -0.62
O6 -0.629 6.047 2.009  -0.78
C10 0.816 4.404 3.347  0.42
H13 2.356 5.719 2.458  0.24
H14 2.933 4.213 3.058  0.58
H15 2.442 3.042 1.064  -0.80
H16 2.455 4.636 0.429  0.47
H17 0.112 2.820 0.837  -0.33
H18 0.032 4.291 -0.091  0.68
H19 0.830 3.349 3.642  -1.44
H20 0.672 4.971 4.263  0.60
C11 -4.966 -1.186 -2.193  -0.14
C12 -5.444 -2.525 -1.571  -0.81
C13 -4.792 -2.550 -0.190  0.30
S3 -4.952 -0.867 0.455  0.81
O7 -3.678 -0.357 0.943  -0.56
O8 -6.150 -0.767 1.283  -0.72
C14 -5.370 -0.139 -1.165  -0.89
H21 -5.304 -0.912 -3.188  0.38
H22 -3.872 -1.223 -2.196  -0.07
H23 -5.182 -3.361 -2.220  0.38
H24 -6.517 -2.651 -1.402  0.36
H25 -3.713 -2.683 -0.231  -0.68
H26 -5.260 -3.213 0.534  0.54
H27 -4.937 0.857 -1.237  0.40
H28 -6.454 -0.032 -1.117  0.46
C15 2.538 0.424 2.876  0.32
C16 2.090 1.551 3.812  -1.12
C17 0.653 1.871 3.456  1.51
S4 -0.081 0.193 3.369  0.79
O9 -1.185 0.237 2.427  -0.44
O10 -0.330 -0.251 4.719  -0.74
C18 1.412 -0.620 2.715  0.17
H29 3.559 0.087 3.047  0.59
H30 2.607 0.887 1.886  -0.75
H31 2.814 2.364 3.778  0.31
H32 2.082 1.153 4.833  0.45
H33 0.536 2.287 2.451  -1.79
H34 0.032 2.423 4.157  1.18
H35 1.258 -0.815 1.656  -0.60
H36 1.633 -1.537 3.258  0.64
Br1 3.250 2.218 -1.860  -0.16
C19 3.639 0.769 -0.598  -0.22
C20 4.563 -0.289 -1.192  -0.25
Br2 4.113 -1.950 -0.201  -0.14
H37 2.690 0.278 -0.409  -0.32
H38 4.134 1.161 0.284  0.67
H39 5.626 -0.134 -1.039  0.39
H40 4.389 -0.464 -2.251  0.15
Br3 0.175 1.081 -5.697  -0.18
C21 0.852 -0.360 -4.497  0.71
C22 2.308 -0.615 -4.842  -0.39
Br4 2.772 -2.396 -4.121  -0.18
H41 0.144 -1.169 -4.624  0.45
H42 0.775 0.030 -3.485  -1.18
H43 2.920 0.152 -4.379  0.28
H44 2.465 -0.662 -5.913  0.48

[3]
Entry from the OMol25 dataset: a molecular structure, C22H44Br6CsN4Na2O12S2 in a non-equilibrium geometry (ωB97M-V with the def2-TZVPD basis set).

- LUMO level: -4.0 eV
- HOMO: -5.11 eV
- Net charge: +1
- Total energy: -18571.10855 Ha
- Strongest force on any atom: 0.160 hartree/bohr
- HOMO-LUMO gap: 1.161 eV

Last column: Mulliken charge in e.
Geometry (Å):
C1 0.009 -2.005 3.077  -0.61
C2 0.481 -1.596 1.684  -0.64
C3 0.178 -0.157 1.291  0.41
C4 0.728 0.885 2.254  0.23
O1 -0.087 2.091 2.213  -0.21
S1 -1.103 2.097 3.421  1.09
O2 -0.367 2.287 4.599  -0.66
O3 -1.797 0.821 3.423  -0.32
N1 -2.124 3.302 3.211  -0.73
S2 -3.258 2.988 2.165  1.16
O4 -2.882 2.580 0.838  -0.62
O5 -4.177 4.064 2.189  -0.72
O6 -4.031 1.749 2.894  -0.43
C5 -4.069 0.515 2.227  0.68
C6 -5.185 -0.335 2.918  0.46
C7 -4.897 -1.810 2.840  -1.46
O7 -5.387 0.131 4.245  -0.69
H1 -1.067 -2.146 3.123  -0.13
H2 0.318 -1.334 3.871  0.13
H3 0.447 -2.973 3.310  0.46
H4 1.534 -1.843 1.558  0.25
H5 -0.051 -2.228 0.970  0.38
H6 -0.885 0.023 1.175  -0.11
H7 0.620 0.050 0.314  0.13
H8 0.756 0.538 3.282  0.11
H9 1.736 1.165 1.975  -0.47
H10 -4.354 0.622 1.194  -0.61
H11 -3.153 -0.053 2.314  0.07
H12 -6.121 -0.125 2.366  0.08
H13 -3.895 -2.056 3.179  0.42
H14 -5.105 -2.221 1.857  0.33
H15 -5.584 -2.329 3.508  0.54
H16 -5.351 -0.612 4.858  0.42
Na1 -3.794 1.116 5.262  0.97
C8 3.892 -0.923 -1.683  -1.01
N2 4.794 -0.035 -2.493  0.29
C9 5.035 -0.696 -3.821  -0.97
C10 6.100 0.115 -1.783  -0.84
C11 4.142 1.312 -2.757  -3.04
C12 3.876 2.159 -1.526  -0.47
O8 2.981 1.498 -0.662  -0.12
H17 4.285 -1.935 -1.747  0.35
H18 3.900 -0.598 -0.651  0.48
H19 2.890 -0.879 -2.100  0.34
H20 5.507 -1.658 -3.640  0.42
H21 5.697 -0.064 -4.419  0.33
H22 4.079 -0.825 -4.320  0.35
H23 5.924 0.520 -0.791  0.37
H24 6.739 0.782 -2.362  0.35
H25 6.555 -0.870 -1.702  0.40
H26 3.201 1.098 -3.279  0.46
H27 4.802 1.864 -3.438  2.24
H28 3.419 3.111 -1.846  0.31
H29 4.806 2.396 -0.999  0.43
H30 2.778 2.102 0.063  0.04
C13 -0.096 0.188 6.752  0.77
O9 -1.081 -0.494 6.364  -0.64
O10 -0.187 1.125 7.607  -0.59
O11 1.089 0.025 6.302  -0.57
Na2 -5.668 0.237 0.034  0.77
C14 4.415 3.125 2.599  -0.02
Br1 4.426 1.297 3.207  0.01
Br2 2.638 3.871 2.590  0.04
Br3 5.639 4.211 3.601  -0.01
H31 4.767 3.119 1.578  -0.01
Cs1 4.894 3.042 -4.700  0.49
C15 -2.348 5.425 -1.682  -0.51
O12 -2.504 4.047 -2.004  -0.55
H32 -2.273 5.977 -2.616  0.26
H33 -3.206 5.797 -1.118  0.24
H34 -1.439 5.591 -1.097  0.21
H35 -2.573 3.567 -1.170  0.36
C16 2.225 3.023 -10.481  -0.32
Br4 1.324 4.197 -9.251  -0.01
Br5 3.677 3.909 -11.373  0.01
Br6 2.810 1.411 -9.607  0.00
H36 1.508 2.738 -11.236  0.32
N3 -4.656 -5.861 2.153  0.02
C17 -5.481 -5.692 3.232  -0.56
C18 -6.706 -6.212 2.911  -0.41
C19 -6.615 -6.719 1.585  -0.37
C20 -5.339 -6.490 1.147  -0.55
H37 -3.697 -5.571 2.107  0.20
H38 -5.127 -5.220 4.133  0.46
H39 -7.570 -6.231 3.553  0.42
H40 -7.396 -7.199 1.022  0.40
H41 -4.860 -6.721 0.211  0.39
C21 2.509 -3.002 -6.648  -0.90
C22 2.939 -1.613 -6.689  0.45
N4 3.278 -0.518 -6.748  -0.38
H42 2.385 -3.374 -7.662  0.34
H43 3.256 -3.605 -6.136  0.30
H44 1.561 -3.078 -6.121  0.29

[4]
Entry from the OMol25 dataset: 7 unconnected molecules or ions with the total composition C22H44Cl4O10 in a non-equilibrium geometry (ωB97M-V with the def2-TZVPD basis set).

- LUMO level: 0.5 eV
- HOMO: -9.97 eV
- ΔE to the lowest compared entry with this formula, charge and spin: 0.0 kcal/mol
- Total energy: -3457.88976 Ha
- Strongest force on any atom: 0.027 hartree/bohr
- HOMO-LUMO gap: 10.446 eV

Last column: Mulliken charge in e.
Geometry (Å):
C1 12.648 -11.717 -18.710  -0.39
Cl1 11.095 -11.906 -17.869  -0.16
Cl2 13.368 -10.129 -18.368  -0.10
H1 13.330 -12.490 -18.377  0.27
H2 12.447 -11.827 -19.769  0.32
C2 13.695 -8.528 -14.787  0.63
Cl3 15.307 -9.045 -14.198  -0.24
Cl4 12.426 -9.189 -13.767  -0.04
H3 13.664 -7.448 -14.836  -0.33
H4 13.611 -9.027 -15.738  -0.07
O1 11.353 -8.822 -9.281  -0.60
C3 10.976 -8.215 -10.245  0.60
O2 10.000 -8.622 -11.069  -0.31
C4 9.582 -9.985 -10.942  -0.13
C5 9.177 -10.530 -12.297  -1.03
C6 11.528 -6.870 -10.637  -0.69
H5 8.744 -10.026 -10.241  0.35
H6 10.336 -10.642 -10.510  0.24
H7 10.050 -10.579 -12.951  0.12
H8 8.389 -9.951 -12.781  0.35
H9 8.789 -11.547 -12.229  0.38
H10 12.196 -6.535 -9.849  0.35
H11 10.773 -6.083 -10.695  0.40
H12 11.973 -7.025 -11.619  -0.01
O3 11.086 -3.762 -18.824  -0.56
C7 10.358 -4.071 -17.924  0.71
O4 10.725 -4.174 -16.642  -0.28
C8 12.109 -3.976 -16.380  -0.46
C9 12.395 -4.514 -14.985  -0.65
C10 8.915 -4.408 -18.130  -1.00
H13 12.433 -2.932 -16.433  0.30
H14 12.742 -4.463 -17.126  0.30
H15 12.053 -5.540 -14.861  0.25
H16 11.863 -3.902 -14.254  0.31
H17 13.464 -4.461 -14.786  0.15
H18 8.558 -3.812 -18.972  0.32
H19 8.295 -4.172 -17.268  0.30
H20 8.766 -5.440 -18.447  0.26
O5 14.881 -7.250 -17.422  -0.46
C11 16.018 -6.931 -17.661  0.58
O6 16.693 -7.245 -18.767  -0.30
C12 15.981 -7.892 -19.833  0.35
C13 17.014 -8.348 -20.830  -1.31
C14 16.834 -6.095 -16.722  -0.74
H21 15.314 -7.149 -20.276  0.29
H22 15.335 -8.699 -19.498  -0.14
H23 16.577 -8.876 -21.677  0.40
H24 17.694 -9.039 -20.329  0.31
H25 17.583 -7.510 -21.231  0.32
H26 17.282 -6.751 -15.974  0.19
H27 16.213 -5.360 -16.217  0.18
H28 17.617 -5.569 -17.268  0.39
O7 11.631 -12.914 -10.826  -0.61
C15 12.732 -12.524 -11.116  0.61
O8 13.715 -13.313 -11.514  -0.27
C16 13.502 -14.711 -11.567  -0.23
C17 14.703 -15.393 -12.181  -1.21
C18 13.104 -11.067 -11.048  0.10
H29 12.604 -14.986 -12.124  0.32
H30 13.333 -15.086 -10.553  0.30
H31 14.518 -16.464 -12.204  0.38
H32 15.623 -15.177 -11.639  0.31
H33 14.825 -15.030 -13.205  0.29
H34 13.097 -10.799 -9.990  0.23
H35 12.391 -10.409 -11.529  -0.55
H36 14.086 -10.877 -11.479  0.30
O9 14.065 -5.972 -12.720  -0.20
C19 14.435 -4.977 -12.153  0.78
O10 15.691 -4.543 -12.192  -0.36
C20 16.635 -5.425 -12.820  0.51
C21 17.985 -4.735 -12.889  -1.41
C22 13.544 -4.035 -11.411  -1.39
H37 16.285 -5.602 -13.838  -0.25
H38 16.703 -6.358 -12.265  0.26
H39 17.889 -3.708 -13.238  0.34
H40 18.636 -5.331 -13.525  0.38
H41 18.442 -4.678 -11.898  0.39
H42 13.765 -4.027 -10.341  0.40
H43 12.495 -4.293 -11.495  0.24
H44 13.787 -3.034 -11.772  0.39

[5]
Entry from the OMol25 dataset: a molecular structure, C22H44Cl6N5O6Pd in a non-equilibrium geometry (ωB97M-V with the def2-TZVPD basis set).

- LUMO level (alpha / beta): -2.5 / -4.3 eV
- HOMO (alpha / beta): -11.06 / -11.06 eV
- ΔE to the lowest compared entry with this formula, charge and spin: 0.0 kcal/mol
- Net charge: +1
- Multiplicity: 3
- Total energy: -4478.71806 Ha
- Strongest force on any atom: 0.035 hartree/bohr
- HOMO-LUMO gap (alpha / beta): 8.529 / 6.717 eV

Last column: Mulliken charge in e.
Geometry (Å):
C1 -2.325 -2.961 1.460  -0.85
C2 -3.066 -1.652 1.511  -0.23
N1 -2.474 -0.724 2.495  0.31
C3 -2.560 -0.852 3.874  -0.47
C4 -1.819 0.126 4.416  -0.61
N2 -1.318 0.878 3.363  0.37
C5 -1.745 0.335 2.235  0.17
C6 -0.372 1.969 3.519  -0.95
H1 -2.465 -3.603 2.332  0.45
H2 -1.246 -2.820 1.373  0.13
H3 -2.654 -3.504 0.575  0.32
H4 -4.122 -1.725 1.768  0.29
H5 -2.985 -1.148 0.547  -0.09
H6 -3.154 -1.641 4.297  0.48
H7 -1.686 0.452 5.432  0.55
H8 -1.425 0.674 1.257  -0.03
H9 0.176 2.126 2.595  0.07
H10 0.345 1.782 4.310  0.43
H11 -0.965 2.864 3.716  0.35
Pd1 2.756 1.478 -0.616  0.55
C7 0.255 0.590 -0.803  1.30
O1 -0.951 0.345 -0.976  -0.11
O2 1.173 0.636 -1.736  -1.10
O3 0.764 1.051 0.322  -0.45
Cl1 -1.421 4.926 -1.831  -0.20
C8 -1.483 3.237 -1.300  0.49
C9 -2.704 2.903 -0.498  0.13
Cl2 -2.614 3.582 1.174  -0.21
H12 -0.557 3.006 -0.785  -0.34
H13 -1.534 2.623 -2.200  -0.06
H14 -2.898 1.840 -0.416  -0.38
H15 -3.588 3.355 -0.942  0.57
Cl3 -0.245 -1.872 -5.817  -0.18
C10 0.521 -0.941 -4.513  0.57
C11 1.036 0.372 -5.029  -0.27
Cl4 2.272 0.149 -6.302  -0.20
H16 1.335 -1.536 -4.100  0.20
H17 -0.252 -0.844 -3.752  -0.50
H18 1.552 0.958 -4.272  0.01
H19 0.275 1.040 -5.427  0.41
Cl5 -0.183 -4.613 -0.838  -0.17
C12 0.153 -3.094 -1.692  0.63
C13 1.609 -2.748 -1.457  0.48
Cl6 2.680 -3.808 -2.402  -0.18
H20 -0.511 -2.283 -1.394  -0.72
H21 -0.014 -3.262 -2.754  0.38
H22 1.893 -2.710 -0.406  -0.17
H23 1.821 -1.730 -1.791  -0.26
C14 3.057 -0.848 1.505  0.65
O4 3.637 -0.063 0.753  -0.86
N3 3.435 -2.106 1.686  0.21
C15 2.813 -2.931 2.711  -0.98
C16 4.522 -2.693 0.945  -0.99
H24 2.142 -0.600 2.055  0.05
H25 3.617 -3.469 3.224  0.35
H26 2.235 -3.739 2.253  0.32
H27 2.273 -2.359 3.454  0.33
H28 4.943 -2.000 0.220  0.29
H29 5.384 -2.954 1.566  0.33
H30 4.153 -3.577 0.423  0.38
C17 -3.166 -1.833 -2.312  0.96
O5 -3.448 -2.846 -1.702  -0.66
N4 -3.592 -1.548 -3.557  0.17
C18 -3.399 -0.239 -4.162  -0.67
C19 -4.279 -2.564 -4.330  -1.00
H31 -2.613 -0.984 -1.871  -0.34
H32 -2.523 0.242 -3.720  0.07
H33 -4.252 0.422 -3.935  0.27
H34 -3.362 -0.320 -5.246  0.32
H35 -5.314 -2.299 -4.584  0.35
H36 -3.757 -2.673 -5.288  0.30
H37 -4.331 -3.504 -3.794  0.30
C20 2.323 4.177 1.626  -0.04
O6 2.487 3.263 0.844  -0.53
N5 2.895 4.260 2.817  0.16
C21 2.644 5.423 3.668  -0.89
C22 3.997 3.396 3.226  -0.93
H38 1.681 5.031 1.390  0.35
H39 2.129 6.196 3.104  0.34
H40 3.574 5.769 4.106  0.31
H41 1.970 5.138 4.481  0.30
H42 4.071 2.577 2.516  0.19
H43 4.901 4.006 3.165  0.37
H44 3.875 3.023 4.239  0.34